Entry from the Open Molecules 2025 dataset: a cluster of 2 separate species, C29H28FN2 in total (the ωB97M-V functional and the def2-TZVPD basis).

Highest occupied orbital energy, eV: -10.9
Relative energy (zero: lowest compared OMol25 entry of this formula, charge and spin), kJ/mol: 2.26
HOMO-LUMO gap, eV: 7.689
Total charge: +1

Structure (XYZ):
```
60
C29H28FN2 the ωB97M-V functional and the def2-TZVPD basis
F -1.9451 -4.2910 5.6719
C -1.5682 -3.1898 4.9507
C -1.3200 -2.0122 5.6531
C -1.0179 -0.8806 4.8808
C -0.8233 -1.0011 3.5049
C -0.8896 -2.2474 2.8604
C -0.1192 -2.3290 1.5305
C -0.3646 -3.4109 0.4823
C 0.4031 -3.3463 -0.6905
C 0.4947 -4.4439 -1.5522
C -0.2874 -5.5854 -1.3227
C -1.1965 -5.5731 -0.2590
C -1.2446 -4.4955 0.6310
C -1.3895 -3.3431 3.5726
H -1.3597 -1.9685 6.7405
H -0.9292 0.0980 5.3527
H -0.5475 -0.1166 2.9195
H -0.1570 -1.3220 1.0995
H 0.9353 -2.4258 -0.9317
H 1.1787 -4.4301 -2.4022
H -0.2015 -6.4690 -1.9605
H -1.8507 -6.4288 -0.0847
H -1.9815 -4.5344 1.4310
H -1.5504 -4.3131 3.1131
C -2.0972 2.6887 -1.1742
N -0.8851 2.6196 -0.3912
C 0.1850 1.8441 -0.6860
H 0.8945 -2.4688 1.8160
C 0.4986 1.3189 -2.0189
C 1.4772 2.0311 -2.7348
C 1.7502 1.6985 -4.0508
C 1.0567 0.6687 -4.6913
C 1.3011 0.4519 -6.1568
C 0.1045 -0.0668 -3.9652
C -0.1746 0.2402 -2.6403
N 1.0907 2.0491 0.3163
C 2.3569 1.3738 0.4474
C 0.6284 3.0351 1.1966
C -0.6201 3.4294 0.7318
C -1.1315 4.6913 1.0092
C -0.3080 5.5796 1.7173
C 0.9511 5.1763 2.1868
C 1.4231 3.8812 1.9504
H -2.7779 3.3455 -0.6218
H -1.9117 3.0928 -2.1807
H -2.5305 1.6805 -1.2554
H 1.9514 2.8881 -2.2520
H 2.4889 2.2934 -4.5864
H 0.8454 -0.4855 -6.4810
H 0.8727 1.2508 -6.7837
H 2.3775 0.4283 -6.3733
H -0.4307 -0.8714 -4.4698
H -0.8760 -0.3506 -2.0542
H 2.8864 1.8035 1.2922
H 2.1828 0.3127 0.6507
H 2.9566 1.4588 -0.4617
H -2.1298 4.9511 0.6467
H -0.6562 6.5898 1.9114
H 1.5658 5.8877 2.7349
H 2.4154 3.5420 2.2307
```

Entry from the Open Molecules 2025 dataset: a structure of composition C7H14O7SZn (the ωB97M-V functional and the def2-TZVPD basis).

Highest occupied orbital energy, eV: -17.2
HOMO-LUMO gap, eV: 5.515
Total charge: +2

Structure (XYZ):
```
30
C7H14O7SZn the ωB97M-V functional and the def2-TZVPD basis
C 2.1397 -1.7417 -0.9874
C 2.2489 -0.7121 0.2724
O 2.7183 0.6021 -0.1619
O 2.3159 1.5363 0.7313
C 1.6739 2.6605 0.0341
O 2.1726 3.8033 0.2168
O 0.5469 2.4671 -0.8322
C -0.5624 1.9184 -0.0411
C -1.8046 1.5866 -1.0063
C -2.4149 0.1216 -0.7721
C -1.2622 -1.0046 -0.6180
S -1.1910 -1.5613 1.1722
O -2.2168 -2.6375 1.4080
O 0.2011 -2.2063 1.4280
O -1.4581 -0.3153 2.2638
H 3.1869 -2.1024 -1.3025
H 1.5886 -1.1782 -1.8359
H 1.4504 -2.6069 -0.6689
H 2.9641 -1.2006 1.0706
H 1.2269 -0.5618 0.7794
H -0.8889 2.7723 0.6725
H -0.2250 1.0504 0.6263
H -2.6424 2.3480 -0.7536
H -1.5833 1.7056 -2.1322
H -3.2205 0.0876 0.0650
H -2.9996 -0.1605 -1.7357
H -1.4602 -1.9587 -1.2303
H -0.2348 -0.5496 -0.8672
H -2.4344 -0.1315 2.2808
Zn 2.1652 -2.0309 1.9241
```

Entry from the Open Molecules 2025 dataset: a structure of composition C38H51AsCaF10N3O3SSi (the ωB97M-V functional and the def2-TZVPD basis).

Highest occupied orbital energy, eV: -4.7
Relative energy (zero: lowest compared OMol25 entry of this formula, charge and spin), kJ/mol: 0.00
HOMO-LUMO gap, eV: 6.985
Total charge: -1

Structure (XYZ):
```
109
C38H51AsCaF10N3O3SSi the ωB97M-V functional and the def2-TZVPD basis
Ca -0.3283 0.8776 0.0626
C -2.3183 -1.6189 -0.1202
N -0.8840 -1.4521 0.0468
C -0.1423 -1.9980 -1.0728
C -0.2778 -1.1372 -2.3236
N 0.2362 0.1776 -2.0368
C 0.3991 1.0244 -3.0250
C 0.0774 0.8621 -4.4141
F -0.4870 -0.2952 -4.8684
C 0.2664 1.8472 -5.3594
F -0.1018 1.6117 -6.6376
C 0.8256 3.0762 -5.0229
F 0.9998 4.0404 -5.9572
C 1.1881 3.2779 -3.6944
F 1.7441 4.4489 -3.3183
C 0.9884 2.2943 -2.7576
F 1.3648 2.5566 -1.4652
C -0.4315 -2.0064 1.3064
C -0.7715 -1.0892 2.4764
N -0.1398 0.1806 2.2361
C 0.0441 1.0196 3.2261
C 0.8426 2.1773 3.0029
F 1.3465 2.3523 1.7391
C 1.1653 3.1053 3.9610
F 1.9448 4.1582 3.6391
C 0.7083 2.9570 5.2688
F 1.0148 3.8599 6.2298
C -0.0866 1.8521 5.5523
F -0.5593 1.6862 6.8064
C -0.4006 0.9215 4.5848
F -1.2039 -0.1081 4.9774
H -2.6067 -2.6805 -0.1958
H -2.6421 -1.0818 -1.0080
H -2.8378 -1.1560 0.7157
H -0.4530 -3.0351 -1.2951
H 0.9219 -1.9973 -0.8045
H -1.3269 -1.0976 -2.6480
H 0.3018 -1.6302 -3.1175
H 0.6614 -2.0809 1.2771
H -0.8494 -3.0112 1.4859
H -0.3858 -1.5679 3.3882
H -1.8590 -0.9814 2.5864
C -4.1827 5.6367 -2.6390
C -2.8659 4.8565 -2.5569
C -1.7177 5.6377 -3.2058
C -3.0362 3.5088 -3.2566
O -2.4920 4.6818 -1.2192
Si -3.0079 3.7134 -0.0153
S -2.8701 1.6652 -0.3005
O -4.5526 4.2108 0.2531
C -5.5681 3.7263 1.1010
C -6.2167 4.9529 1.7579
C -6.6059 3.0067 0.2324
C -5.0343 2.7794 2.1744
O -2.0159 4.0894 1.2317
C -1.4417 5.3341 1.5763
C -2.2854 6.5291 1.1295
C -1.3384 5.3334 3.1049
C -0.0637 5.4184 0.9139
H -4.5003 5.7316 -3.6756
H -4.0727 6.6274 -2.2036
H -4.9406 5.1024 -2.0731
H -1.9022 5.8002 -4.2619
H -0.7981 5.0720 -3.0903
H -1.5845 6.5983 -2.7141
H -3.1673 3.6569 -4.3257
H -3.8979 2.9890 -2.8458
H -2.1591 2.8894 -3.0784
H -6.5363 5.6456 0.9838
H -5.4945 5.4610 2.3932
H -7.0765 4.6586 2.3570
H -7.0454 3.7104 -0.4711
H -7.3934 2.5835 0.8509
H -6.1192 2.2128 -0.3278
H -4.2316 3.2602 2.7273
H -4.6214 1.8919 1.7019
H -5.8280 2.4920 2.8618
H -3.3137 6.4093 1.4594
H -2.2814 6.5967 0.0480
H -1.8757 7.4441 1.5515
H -2.3349 5.3755 3.5407
H -0.7599 6.1817 3.4572
H -0.8636 4.4150 3.4353
H -0.1843 5.2577 -0.1552
H 0.5962 4.6496 1.3021
H 0.3830 6.3941 1.0898
C 4.4574 -0.8293 -0.5529
As 2.9412 0.2917 0.1084
C 3.9906 1.9516 0.0124
C 3.1857 -0.3156 2.0125
C 4.4215 0.1258 2.6948
C 5.5052 -0.7339 2.8591
C 6.6474 -0.3259 3.5243
C 6.7243 0.9508 4.0544
C 5.6566 1.8186 3.8948
C 4.5280 1.4165 3.2087
H 5.3365 -0.6869 0.0786
H 4.7111 -0.5463 -1.5737
H 4.1871 -1.8856 -0.5470
H 4.8989 1.8976 0.6155
H 3.3950 2.8062 0.3178
H 4.2641 2.0925 -1.0343
H 3.1639 -1.4112 1.9550
H 2.3009 0.0174 2.5546
H 5.4339 -1.7497 2.4967
H 7.4750 -1.0129 3.6384
H 7.5969 1.2568 4.6168
H 5.6989 2.8102 4.3204
H 3.6996 2.0957 3.0900
```

Entry from the Open Molecules 2025 dataset: a structure of composition C2H6Br2Si (the ωB97M-V functional and the def2-TZVPD basis).

Highest occupied orbital energy (spin up / spin down), eV: -8.5 / -6.8
Relative energy (zero: lowest compared OMol25 entry of this formula, charge and spin), kJ/mol: 386.79
HOMO-LUMO gap (spin up / spin down), eV: 8.136 / 6.138

Structure (XYZ):
```
11
C2H6Br2Si the ωB97M-V functional and the def2-TZVPD basis
C -0.0993 -0.9518 -1.5772
C -1.2187 -0.4659 2.5885
Si 1.1634 -1.8671 -0.6056
Br 0.2219 -1.5474 2.1181
Br 3.1828 -1.2657 -0.9246
H -0.9188 -0.9698 -0.8212
H 0.1465 0.0572 -2.0205
H -0.3372 -1.4273 -2.5247
H -2.1979 -0.9087 2.5408
H -1.2117 0.4879 2.0711
H 1.2371 -3.3664 -0.8683
```

no.,energy (Eh)
1,-1331.0232
2,-2978.2875
3,-6468.6299
4,-5517.2189